{
  "formula": "C31H60CoN10O",
  "method": "ωB97M-V with the def2-TZVPD basis set",
  "molar_mass_g_mol": 647.8,
  "total_charge": 2,
  "lumo_ev": [-5.50, -5.65],
  "s_squared": 3.76,
  "fmax_ev_per_a": 2.34,
  "multiplicity": 4,
  "e_tot_ha": -3222.2298,
  "symbols": ["Co", "C", "N", "C", "C", "N", "C", "C", "N", "C", "C", "N", "C", "N", "C", "C", "N", "C", "C", "C", "C", "N", "C", "N", "C", "C", "N", "C", "C", "N", "C", "C", "H", "H", "H", "H", "H", "H", "H", "H", "H", "H", "H", "H", "H", "H", "H", "H", "H", "H", "H", "H", "H", "H", "H", "H", "H", "H", "H", "H", "H", "H", "H", "H", "H", "H", "H", "H", "H", "H", "H", "H", "H", "H", "H", "H", "H", "H", "H", "H", "C", "C", "C", "C", "C", "C", "C", "O", "C", "C", "C", "H", "H", "H", "H", "H", "H", "H", "H", "H", "H", "H", "H"],
  "coordinates": [[0.385892, 1.102919, -0.039782], [4.009429, 3.107846, 1.577028], [3.455649, 2.781224, 0.283134], [4.164938, 1.720786, -0.430510], [2.291691, 3.289870, -0.213254], [1.316342, 2.549494, -0.832908], [1.184342, 2.664805, -2.327902], [0.462802, 1.425013, -2.955153], [-0.569955, 0.757033, -2.123438], [-1.793102, 1.567971, -1.949130], [-2.478787, 1.133371, -0.616475], [-1.561821, 1.454375, 0.540033], [-1.981120, 2.278604, 1.482872], [-1.352521, 2.289661, 2.661831], [-1.489389, 3.368929, 3.626636], [-0.466257, 1.210694, 3.098317], [-2.976677, 3.187693, 1.309431], [-3.072470, 4.017162, 0.084941], [-4.042579, 3.407580, 2.262898], [-0.766433, -0.581012, -2.690592], [-2.097733, -1.283131, -2.518802], [-2.386728, -1.902431, -1.241539], [-3.147043, -2.956193, -1.108333], [-4.052486, -3.428486, -2.069085], [-5.029573, -2.536602, -2.658435], [-4.252517, -4.848256, -2.277784], [-3.007739, -3.733977, 0.046189], [-1.965996, -3.360345, 0.991679], [-4.135163, -4.422116, 0.694748], [2.137444, 4.631616, -0.157662], [3.225568, 5.549425, 0.109275], [0.851184, 5.296591, -0.334765], [3.857644, 2.268224, 2.230924], [3.419982, 3.933462, 1.960076], [5.090223, 3.320120, 1.495464], [4.287472, 0.916700, 0.245967], [5.115657, 2.066607, -0.835099], [3.573976, 1.386472, -1.265804], [2.180284, 2.755400, -2.754011], [0.672014, 3.610194, -2.609665], [1.290268, 0.684433, -3.111041], [0.036480, 1.690171, -3.915788], [-2.449342, 1.357636, -2.827056], [-1.508548, 2.625320, -1.924502], [-2.664104, 0.063048, -0.554065], [-3.416475, 1.672450, -0.515827], [-1.688462, 4.346846, 3.130592], [-0.606336, 3.414344, 4.226235], [-2.316360, 3.109404, 4.286838], [-1.010527, 0.395589, 3.596940], [0.328175, 1.673679, 3.708623], [0.015583, 0.784308, 2.199303], [-2.161837, 3.881983, -0.505783], [-3.106535, 5.075847, 0.421719], [-3.993481, 3.783613, -0.503380], [-4.336444, 2.450189, 2.725453], [-4.945066, 3.789620, 1.795144], [-3.826099, 4.134206, 3.065534], [0.026580, -1.223426, -2.331277], [-0.570388, -0.505081, -3.778113], [-2.247607, -1.989446, -3.322588], [-2.879036, -0.504099, -2.776801], [-4.637681, -1.518646, -2.852731], [-5.868076, -2.394131, -1.970008], [-5.398366, -2.943561, -3.572292], [-3.277209, -5.325916, -2.157853], [-4.561898, -5.021665, -3.321719], [-4.970484, -5.350485, -1.609026], [-1.730480, -4.217690, 1.612589], [-2.288964, -2.512461, 1.622809], [-1.095097, -3.080718, 0.391216], [-5.135121, -4.080770, 0.242266], [-4.138350, -4.242713, 1.751031], [-4.014569, -5.514127, 0.553832], [4.228351, 5.159933, -0.104429], [3.132028, 5.892886, 1.143454], [3.017765, 6.445613, -0.547287], [0.090482, 4.609426, -0.657996], [1.005159, 6.160107, -0.987799], [0.527712, 5.670514, 0.642475], [5.510972, -5.774745, 0.260638], [4.513094, -4.670790, 0.495210], [3.613648, -4.273588, -0.516632], [2.673292, -3.246475, -0.388192], [1.725757, -3.059646, -1.548346], [2.692305, -2.438215, 0.837118], [2.047549, -1.180254, 0.943692], [1.478646, -0.574977, -0.016538], [3.456231, -2.978138, 1.927249], [3.383585, -2.403553, 3.342180], [4.378276, -3.978834, 1.704072], [5.211302, -6.305651, -0.647938], [5.559151, -6.464891, 1.108559], [6.546296, -5.413495, 0.088753], [3.601002, -4.798274, -1.481242], [2.024269, -3.771191, -2.330426], [1.740835, -2.020649, -1.952962], [0.672718, -3.288815, -1.281052], [2.045479, -0.710719, 1.894040], [2.317171, -2.174682, 3.600542], [4.078182, -1.504499, 3.451271], [3.769062, -3.194135, 4.027569], [5.049095, -4.217308, 2.522424]],
  "forces_ev_per_a": [[-1.399, -0.765, -0.785], [-0.017, 0.667, -0.365], [-0.633, -0.439, -0.929], [-0.743, 0.630, -0.358], [-0.313, 1.089, -0.876], [1.518, -0.242, -0.349], [-1.092, 0.718, 0.677], [1.321, -0.209, 0.912], [1.130, 1.201, 1.178], [-0.422, -1.302, -0.126], [0.885, 1.168, 0.269], [0.000, 0.022, -1.003], [0.246, -0.161, -0.862], [0.781, -0.171, 0.945], [-1.097, 0.354, -0.455], [0.292, 0.146, -0.871], [-0.648, 0.834, -0.918], [-0.131, 0.022, 0.594], [-0.449, -0.350, 1.187], [0.279, -0.871, -0.624], [-2.211, 0.759, -0.078], [0.285, -0.376, 0.419], [0.212, 0.082, -0.173], [0.628, 0.321, 0.323], [0.185, 1.121, 1.004], [0.343, -0.470, -0.228], [-0.315, 0.597, -0.084], [0.045, 0.247, -0.719], [-1.083, -0.198, -1.945], [0.195, -1.186, -0.222], [-0.354, 1.522, -0.461], [0.254, 0.226, 0.752], [0.104, -0.509, 0.435], [0.437, 0.180, 0.378], [-0.542, 0.168, 0.193], [0.482, -1.065, 0.534], [0.116, 0.125, 0.302], [-0.305, -0.187, -0.243], [0.092, -0.179, -0.216], [0.027, -0.446, 0.162], [-0.904, 0.359, -0.012], [0.045, 0.137, -0.394], [0.152, 0.637, 0.618], [-0.098, -0.232, -0.048], [0.044, 0.015, -0.297], [-0.136, -0.091, 0.043], [0.247, -0.805, 0.393], [0.613, 0.209, 0.236], [-0.032, 0.424, 0.247], [0.279, 0.316, 0.108], [-0.474, -0.547, -0.016], [-0.126, -0.056, 0.575], [-0.370, 0.016, 0.033], [-0.103, -0.544, -0.357], [0.784, 0.198, 0.346], [0.195, 0.374, -0.028], [0.084, -0.080, -0.515], [0.102, -0.286, -0.334], [0.142, -0.034, 0.277], [-0.420, -0.030, 0.218], [0.348, -0.441, -0.452], [0.499, -0.732, 0.309], [-0.005, -0.678, 0.038], [-0.226, -0.042, -0.112], [-0.193, -0.309, -0.677], [-0.180, -0.185, 0.070], [0.034, 0.144, 0.410], [0.086, 0.302, -0.218], [0.010, -0.112, 0.132], [0.244, -0.193, -0.159], [-0.020, 0.115, 0.432], [1.490, -0.568, 0.756], [-0.022, 0.377, 0.542], [-0.321, 0.463, 0.057], [-0.511, -0.071, 0.084], [0.406, 0.120, -0.061], [0.575, -0.876, 0.701], [-0.068, -0.164, -0.436], [-0.341, -0.313, -0.114], [0.034, 0.182, -0.039], [0.105, 0.182, -0.247], [-0.503, 0.922, -0.290], [-0.463, -0.121, -0.257], [0.763, 0.455, 0.644], [-0.077, 0.455, -0.232], [0.098, -1.860, -0.914], [-0.770, -0.479, -1.776], [0.411, -0.440, 1.077], [0.130, 1.238, -0.002], [0.365, 0.192, -0.056], [0.370, -0.508, 0.174], [0.156, -0.132, 0.257], [-0.106, 0.098, -0.155], [-0.623, 0.098, 0.165], [0.150, 0.036, 0.530], [-0.218, 0.354, 0.104], [0.141, -0.873, 0.322], [0.550, 0.207, 0.059], [0.136, 0.578, 1.171], [1.103, 0.007, 0.026], [-1.116, -0.987, -0.042], [-0.432, 0.745, -0.340], [-0.140, -0.239, 0.052]]
}